[1]
6 unconnected molecules or ions with the total composition C47H95N4O18PS in a non-equilibrium geometry. Source: the Open Molecules 2025 dataset; level of theory: ωB97M-V with the def2-TZVPD basis set.

Structure (XYZ):
```
166
Properties=species:S:1:pos:R:3
S 1.7200 -1.3988 3.0829
P -0.1598 -4.8720 1.1426
O -1.8003 4.4330 -0.3134
O 10.0615 2.5187 4.8531
O -12.5948 0.6069 -0.7054
O -11.5510 3.5251 -0.5889
O 1.0587 3.2946 0.1061
O -14.5079 3.3930 -1.4935
O 7.7897 0.6543 3.8615
O 4.2685 1.6133 -4.8078
O -1.4891 -4.5063 0.2796
O 6.7974 3.5473 4.3354
O 0.1064 6.5287 0.9348
O -4.1054 -1.7129 2.2653
O 2.2459 2.1173 -7.0944
O 1.6845 -0.0557 -4.4568
O -0.0982 -3.9123 2.2317
O -6.2941 -3.5904 1.1208
O -0.3170 -6.3875 1.6822
O -7.3859 -0.7472 1.6759
N 2.7230 -5.6344 -1.6632
N 1.9726 -3.5264 0.1826
N 0.9347 -6.8888 -0.8371
N 8.8852 -2.7500 0.4186
C 3.8795 -2.2350 -0.5662
C 10.0865 1.5208 3.8458
C 5.9237 -0.9180 -1.3616
C -8.2845 0.1425 1.0556
C -11.7741 1.2364 0.2652
C 1.3220 -4.6550 0.0722
C -0.6726 4.3795 -1.1778
C -12.1428 2.6985 0.4061
C 1.7117 -7.9172 -0.6692
C 0.1677 3.1348 -0.9868
C 1.8136 3.2236 -7.8541
C -12.1303 3.4526 -1.8857
C 7.3904 -1.3172 -0.9556
C 11.1524 2.4036 5.7384
C 1.7133 -5.6955 -0.8319
C 8.7437 1.4354 3.1503
C 3.2827 -2.2943 2.8055
C -1.2433 6.2330 1.2584
C 3.4947 -1.1547 0.4755
C -1.5307 4.7614 1.0439
C 7.4751 -2.4686 0.0456
C 1.9170 -8.9880 -1.7088
C -7.9826 -2.0071 1.9350
C 5.2789 -3.1515 -2.3107
C 4.5124 -4.2498 -2.3639
C -12.0709 -0.6379 -1.1096
C 3.0641 -3.4237 -0.6335
C -6.9241 -3.0382 2.2692
C 2.4974 -8.0543 0.6367
C 3.3946 -4.4521 -1.5304
C 4.1834 -1.5407 1.8246
C 3.6521 1.9459 -7.1592
C -13.4481 4.1912 -1.9953
C 5.9021 4.4385 3.7070
C 4.9760 -2.1051 -1.3792
C 1.3803 -1.3657 -4.0285
C 3.0625 1.8858 -4.1023
C -5.3357 -2.7571 0.4751
C 2.4395 0.6508 -3.4871
C 6.1743 2.3172 4.6665
C -4.0208 -2.6680 1.2208
C -3.0371 -1.8462 3.1814
C 1.6292 2.0664 0.5185
C 7.2146 1.2707 5.0085
C 0.3265 7.9151 0.8096
C -15.6795 4.1468 -1.2780
C 4.1199 0.9928 -6.0789
H 2.4086 -1.0532 0.5549
H -1.9187 6.8325 0.6362
H 2.8677 -9.0700 0.7983
H -1.4024 6.4840 2.3162
H 7.9845 1.6701 5.6709
H -1.0893 4.3496 -2.1872
H 7.9977 -1.5344 -1.8440
H 1.3805 8.0686 0.5837
H -16.0221 4.6118 -2.2095
H 5.5284 2.4862 5.5387
H -7.7715 1.0911 0.9054
H 10.8578 1.7970 3.1136
H 11.0842 3.2133 6.4627
H 2.2989 -1.9499 -3.8916
H 0.0838 8.4356 1.7432
H 3.4786 0.1116 -6.0171
H -11.9347 0.7247 1.2247
H -0.7366 4.1342 1.4531
H -13.3883 5.1320 -1.4349
H -1.5317 -5.0709 -0.5114
H -2.0715 -1.7231 2.6793
H 2.2408 4.1528 -7.4598
H 2.3106 2.2696 1.3432
H 1.8656 -7.6749 1.4433
H -0.4841 2.2687 -0.8201
H 6.7113 0.4629 5.5447
H 0.8079 -1.3484 -3.0933
H -13.6564 4.4086 -3.0520
H 8.3482 2.4253 2.9163
H 4.6527 -0.6555 2.2770
H -11.0972 -0.5066 -1.5961
H -0.9475 -6.8290 1.0912
H -8.5539 -2.3394 1.0592
H 1.0828 -2.0916 4.0490
H 7.8537 -0.4400 -0.4798
H -5.7480 -1.7680 0.2679
H 5.0487 4.6589 4.3578
H 4.7586 -5.0342 -3.0805
H 1.1009 -9.7259 -1.7446
H -11.4145 3.9474 -2.5460
H 5.5645 1.9663 3.8248
H -6.1888 -2.6437 2.9729
H 9.0942 -2.3198 1.3120
H 12.1037 2.4876 5.2003
H -0.0700 5.2864 -1.0996
H -11.9711 -1.3169 -0.2546
H 5.9995 -0.5090 -2.3798
H 2.1911 1.6023 -0.3010
H -3.7614 -3.6507 1.6301
H 5.5886 -0.1062 -0.7128
H -5.1430 -3.2390 -0.4865
H 2.1319 -8.5780 -2.6992
H 6.8952 -2.2427 0.9519
H 3.8924 -0.1904 0.1485
H 0.8500 1.3829 0.8734
H -3.0743 -2.8232 3.6762
H 0.7293 3.2809 -7.7762
H -3.1456 -1.0697 3.9377
H -15.5077 4.9178 -0.5181
H 5.0029 -2.2218 1.5648
H -8.6617 -1.8922 2.7915
H -13.2246 2.8378 0.4445
H 6.4381 5.3635 3.5021
H -12.2221 2.4181 -2.2215
H 5.5479 4.0231 2.7565
H -8.5935 -0.2445 0.0767
H 1.7608 0.9471 -2.6754
H 3.1464 -3.3212 2.4441
H 5.1215 0.6492 -6.3480
H -10.7197 1.1487 -0.0209
H -3.2311 -2.3432 0.5312
H -0.2697 8.3277 -0.0125
H 0.7824 2.9648 -1.8824
H 10.3352 0.5473 4.2857
H 8.8912 0.9102 2.2031
H 3.8993 1.5281 -8.1450
H -2.4485 4.5184 1.5839
H 7.0731 -3.4126 -0.3447
H 2.8064 -9.5654 -1.4147
H 11.1125 1.4498 6.2772
H -11.7329 3.0565 1.3533
H 3.2283 0.0048 -3.0795
H 4.1548 2.9130 -7.0372
H -16.4520 3.4704 -0.9163
H 2.0884 3.1052 -8.9084
H -9.1652 0.3102 1.6867
H 3.7904 -2.3784 3.7755
H -7.4216 -3.8810 2.7550
H 6.1370 -3.0503 -2.9735
H 3.3543 2.5542 -3.2881
H 3.3854 -7.4037 0.5560
H 0.7790 -1.8411 -4.8019
H 9.0056 -3.7512 0.5035
H 2.3504 2.4259 -4.7289
H -12.7609 -1.0755 -1.8290
```

Summary:
2S+1: 1
SMILES: CC(C)=Nc1nc2ccc(CCCN)c(CCCS)c2nc1P(=O)(O)O.COCCOCCOC.COCCOCCOC.COCCOCCOC.COCCOCCOC.COCCOCCOC
Molecular weight: 1067.328 g/mol
LUMO level: -0.019 Ha
E_HOMO: -8.197 eV
Orbital gap: 7.7 eV


[2]
14 unconnected molecules or ions with the total composition C4H36N2O14 in a non-equilibrium geometry. Source: the Open Molecules 2025 dataset; level of theory: ωB97M-V with the def2-TZVPD basis set.

Structure (XYZ):
```
56
Properties=species:S:1:pos:R:3
O 0.3765 -1.0789 3.9374
O 1.8479 -3.6516 -0.5441
O -2.7875 -3.3962 -2.0581
O -2.8071 -0.6524 1.7740
O -2.0184 -3.5652 0.5395
O 1.4181 1.9628 0.8583
O 1.0619 -0.1521 -1.8335
O -0.9286 4.0836 1.9594
O -0.5065 1.4141 3.4150
O 4.1411 -0.2775 0.5145
O -0.4783 2.8118 -0.5419
O -2.7161 2.3576 1.2693
O 3.3311 -1.5091 -1.9101
O 3.5551 2.3830 -0.4385
N 0.6060 -1.4598 0.4899
N -1.0877 0.0465 -2.4413
C -0.4032 -0.4827 -0.0218
C -0.1357 -0.2421 -1.5160
C -0.6942 0.5180 -3.7810
C -2.4674 0.3123 -1.9965
H -2.7129 0.2061 1.3287
H -1.9043 -0.8523 2.0077
H -0.2678 3.4908 -1.1981
H 0.2697 2.3021 -0.1142
H -2.3265 -3.6655 -1.2116
H 0.0794 -1.7852 4.5160
H -0.0640 -0.2697 4.3173
H 3.0636 -2.3088 -1.3981
H -2.8806 -3.1172 0.6336
H -2.3137 3.1229 1.7321
H -0.3042 3.6527 1.3920
H -3.0465 0.3940 -2.8832
H 1.7364 1.9449 1.7817
H 1.2472 -3.2708 0.1017
H 3.5290 1.4901 -0.7930
H 3.2081 -0.4230 0.3366
H 0.2593 0.0681 -4.0798
H -1.4569 1.4249 3.2658
H 1.4573 -4.1264 -1.2669
H 4.4626 -0.8535 -0.2063
H -0.1796 1.1398 2.5613
H -0.5213 1.5905 -3.6711
H 1.5751 -1.1225 0.3793
H -0.1191 0.4528 0.3973
H -0.6118 4.6856 2.6138
H 4.2968 2.3678 0.1752
H -2.1375 -3.0072 -2.6447
H -2.8069 -0.5302 -1.4179
H 0.5485 -1.4000 1.5075
H -2.1315 2.4910 0.4795
H 2.5496 -0.9200 -2.0264
H -1.5650 -0.7636 0.1477
H -2.6170 1.3041 -1.4547
H -1.4270 -2.8683 0.8288
H 2.0883 2.5070 0.3295
H -1.4649 0.2144 -4.4816
```

Summary:
2S+1: 1
ΔE to the lowest compared entry with this formula, charge and spin: 359.4 kJ/mol
Molecular weight: 336.332 g/mol
LUMO level: -0.003 Ha
E_HOMO: -9.866 eV
Orbital gap: 9.8 eV